{"formula": "C21H39FN10O9S", "method": "ωB97M-V/def2-TZVPD", "largest_force_ev_per_a": 3.1, "gap_ev": 6.644, "homo_ev": -8.51, "smiles": "C=C[C@]1([C@H](C)F)OS(=O)(=O)O[C@]1(CCC(=O)Nc1ccccc1)NCC.NC(N)=O.NC(N)=O.NC(N)=O.NC(N)=O", "elements": ["C", "C", "C", "C", "C", "F", "O", "S", "O", "O", "O", "C", "C", "C", "C", "O", "N", "C", "C", "C", "C", "C", "C", "N", "C", "C", "H", "H", "H", "H", "H", "H", "H", "H", "H", "H", "H", "H", "H", "H", "H", "H", "H", "H", "H", "H", "H", "H", "H", "N", "C", "N", "O", "H", "H", "H", "H", "N", "C", "N", "O", "H", "H", "H", "H", "N", "C", "N", "O", "H", "H", "H", "H", "N", "C", "N", "O", "H", "H", "H", "H"], "coordinates": [[-1.356, 5.104, -0.550], [-2.273, 4.226, -1.191], [-1.998, 2.724, -1.586], [-1.620, 2.411, -3.122], [-0.669, 3.481, -3.763], [-2.861, 2.521, -3.829], [-3.378, 2.195, -1.555], [-3.812, 2.069, 0.049], [-4.593, 3.169, 0.584], [-4.399, 0.769, 0.338], [-2.273, 1.999, 0.642], [-1.326, 1.782, -0.471], [-1.395, 0.225, -0.703], [-1.171, -0.651, 0.581], [0.319, -1.069, 0.850], [1.286, -0.346, 0.770], [0.541, -2.436, 1.284], [1.632, -3.082, 0.570], [2.991, -3.042, 1.135], [4.092, -3.717, 0.459], [3.862, -4.473, -0.808], [2.513, -4.486, -1.347], [1.396, -3.811, -0.687], [-0.069, 2.199, 0.142], [0.958, 2.670, -0.806], [1.492, 1.590, -1.813], [-0.646, 5.680, -1.217], [-1.285, 5.306, 0.545], [-3.290, 4.629, -1.448], [-1.297, 1.349, -3.264], [0.267, 2.947, -4.082], [-0.391, 4.323, -3.084], [-1.160, 3.923, -4.663], [-2.407, -0.060, -1.112], [-0.665, -0.151, -1.477], [-1.577, -0.223, 1.531], [-1.739, -1.613, 0.412], [-0.301, -2.989, 1.080], [3.186, -2.503, 2.094], [5.131, -3.737, 0.863], [4.701, -5.012, -1.300], [2.308, -5.059, -2.277], [0.348, -3.829, -1.082], [-0.286, 2.928, 0.832], [1.846, 2.977, -0.179], [0.680, 3.579, -1.402], [2.219, 2.127, -2.494], [2.068, 0.756, -1.345], [0.719, 1.145, -2.487], [-6.764, 2.639, -1.161], [-7.725, 3.263, -1.895], [-8.739, 2.455, -2.318], [-7.682, 4.454, -2.157], [-6.780, 1.661, -0.934], [-6.003, 3.204, -0.832], [-9.467, 2.882, -2.863], [-8.794, 1.475, -2.114], [3.094, -7.611, 3.955], [3.449, -6.419, 3.396], [2.554, -5.410, 3.584], [4.488, -6.269, 2.776], [2.245, -7.756, 4.469], [3.730, -8.380, 3.837], [2.782, -4.516, 3.185], [1.695, -5.513, 4.091], [-1.548, 1.699, 5.194], [-0.602, 0.717, 5.228], [-0.005, 0.458, 4.030], [-0.313, 0.119, 6.248], [-1.800, 2.203, 4.365], [-2.011, 1.918, 6.058], [0.698, -0.260, 4.015], [-0.228, 0.939, 3.178], [4.763, -0.898, -1.591], [6.054, -1.298, -1.746], [6.985, -0.321, -1.548], [6.354, -2.438, -2.035], [4.499, 0.037, -1.344], [4.047, -1.592, -1.731], [7.950, -0.580, -1.652], [6.759, 0.626, -1.307]]}